Here is a gas-phase ion, C10H14NO3 (charge +1) in a non-equilibrium geometry from the Open Molecules 2025 dataset. Energies are from ωB97M-V/def2-TZVPD.

Geometry as XYZ:
```
28
Properties=species:S:1:pos:R:3:forces:R:3:mulliken_charge:R:1
C -2.28897 1.50797 -1.31430 0.628 -1.436 2.596 -0.8039
C -1.19085 1.79980 -0.38921 -1.650 -0.274 0.134 -0.0155
C -3.02788 0.44118 -0.86813 -0.032 1.912 -3.097 -0.3505
C -0.79784 0.97660 0.73653 -1.035 -4.573 0.640 -0.1546
C 2.11030 0.18344 0.39659 -4.739 -0.534 0.578 0.7752
C -2.61708 -0.65379 -0.04237 2.062 -1.072 1.162 -0.8170
C -1.40193 -0.47705 0.96945 -2.124 -0.382 -0.070 0.2597
C 3.90921 0.79740 -0.84188 1.824 1.607 -0.018 -0.7159
C -0.44894 -1.62061 0.56185 0.585 0.030 -2.634 -1.0519
C 0.91609 -1.78900 1.20546 0.656 -0.240 -1.142 -0.6640
N 1.41664 0.90708 -0.43857 3.268 0.974 -0.399 -0.6865
O 0.07855 0.78563 -0.41336 -1.410 -0.262 -0.096 0.2180
O 3.35463 0.08260 0.24277 0.696 -0.707 0.528 -0.3199
O 1.54251 -0.48369 1.45215 0.505 0.470 0.010 -0.3600
H -2.48418 2.23827 -2.08032 -0.458 -0.222 -0.120 0.4623
H -1.01190 2.80104 -0.18447 1.277 1.890 -0.338 0.5569
H -3.91891 0.21536 -1.43279 -0.482 0.187 0.005 0.4137
H -0.39914 1.32486 1.65110 0.773 1.090 0.388 0.4678
H -3.43491 -1.19965 0.37554 -0.607 -0.106 0.499 0.4191
H -2.19024 -1.35631 -0.78382 -0.558 0.122 -0.098 0.3561
H -1.81283 -0.69026 1.98442 0.505 0.917 -0.489 0.5524
H 3.74887 0.40129 -1.84493 -1.016 0.140 0.257 0.3019
H 4.91870 0.54776 -0.64183 1.391 0.357 -0.202 0.3580
H 3.78567 1.91445 -0.69352 -0.191 -1.458 -0.526 0.2917
H -0.35727 -1.34025 -0.55772 0.781 -0.701 1.534 0.3827
H -0.80069 -2.68610 0.42291 -0.653 1.259 0.836 0.4203
H 0.84474 -2.42642 2.17506 0.679 1.458 -1.674 0.3574
H 1.55767 -2.20160 0.35336 -0.676 -0.445 1.735 0.3464
```
Forces are in eV/Å.

As for the charge: +1. Its electronic energy is -18216.08550 eV. The energy above the lowest of the compared OMol25 structures with the same formula, charge and spin is 502.53 kJ/mol. As for the HOMO energy: -13.6 eV. The value obtained for the molecular weight is 196.226 g mol⁻¹.

Here is 2 unconnected molecules or ions with the total composition C10H14NOPS in a non-equilibrium geometry from the Open Molecules 2025 dataset. Energies are from ωB97M-V/def2-TZVPD.

Geometry as XYZ:
```
28
Properties=species:S:1:pos:R:3:forces:R:3:mulliken_charge:R:1
C -3.64506 0.90228 2.04856 2.505 0.733 -0.140 -0.4524
C -2.63685 0.27558 2.75306 1.090 -0.242 -2.271 -0.6830
C -3.32685 1.57497 0.90288 1.218 -0.112 -2.520 -0.4479
C -1.37697 0.08223 2.22116 2.120 -0.607 -0.668 -0.0094
C -2.00897 1.43899 0.34189 -0.704 -1.061 2.396 -0.1897
C -0.98428 0.67589 1.00755 -2.645 1.095 -1.120 -0.1019
C 0.56804 -1.21427 -3.10205 2.050 -0.428 -1.910 -0.8879
C 1.93592 -1.73872 -2.69828 -0.285 -0.516 1.668 -0.5610
C 2.04632 -2.27078 -1.20398 0.414 -0.354 -1.943 0.0724
C 2.50925 -1.52075 -0.19030 0.336 -1.223 -1.904 -1.1918
N 1.20682 1.91016 1.16775 -1.421 -0.353 -0.224 0.2259
O 2.52495 1.90058 1.30335 3.609 0.859 0.298 -0.4357
P 0.67633 0.58233 0.25514 -0.977 0.663 0.999 0.1372
S 0.39408 3.08919 1.90680 -0.338 1.019 0.728 -0.2294
H -4.56493 0.98012 2.46934 -2.749 0.045 1.018 0.4613
H -2.82448 -0.33119 3.54076 -0.971 -1.313 2.761 0.4125
H -4.09656 2.07517 0.26955 0.682 -0.266 0.808 0.3029
H -0.60262 -0.61603 2.66921 -1.235 1.001 -0.064 0.2698
H -1.81903 1.94546 -0.55959 0.404 0.485 -1.069 0.4008
H -0.07575 -2.02902 -3.25588 -1.344 -0.799 -0.101 0.3250
H 0.26109 -0.54377 -2.38416 -1.206 1.532 1.391 0.1515
H 0.76234 -0.69458 -4.06810 -0.666 -0.221 0.555 0.2953
H 2.57293 -0.90371 -2.89821 1.050 0.315 0.334 0.3220
H 2.17507 -2.52738 -3.40143 0.420 -0.294 0.069 0.3644
H 2.86389 2.77124 1.69399 -1.268 -1.243 -0.695 0.3657
H 1.82385 -3.38702 -1.19571 0.077 1.621 0.772 0.2950
H 2.73800 -1.88789 0.76872 -0.152 -0.642 1.129 0.3329
H 2.90347 -0.53908 -0.36206 -0.013 0.304 -0.296 0.4555
```
Forces are in eV/Å.

As for the charge: 0. Its electronic energy is -34253.24651 eV. The energy above the lowest of the compared OMol25 structures with the same formula, charge and spin is 245.73 kJ/mol. As for the SMILES: O/[N+]([S-])=P/c1ccccc1.C=CCC. As for the HOMO energy (alpha / beta): -7.8 / -7.9 eV. The value obtained for the molecular weight is 227.269 g mol⁻¹.

Here is 2 unconnected molecules or ions with the total composition C10H15BO in a non-equilibrium geometry from the Open Molecules 2025 dataset. Energies are from ωB97M-V/def2-TZVPD.

Geometry as XYZ:
```
27
Properties=species:S:1:pos:R:3:forces:R:3:mulliken_charge:R:1
B 0.08718 -0.13782 0.32799 1.757 0.894 -0.086 0.0922
C -4.30016 -0.38701 0.15528 3.038 1.237 -0.175 -0.7029
C -3.53781 0.27964 -0.88003 1.034 -1.630 3.087 -0.5886
C -3.53491 -0.88682 1.21078 0.593 -0.040 -0.514 -0.3184
C -2.11161 0.38071 -0.86875 -2.585 0.162 -0.794 -0.4033
C -2.13545 -0.75932 1.24428 -2.397 0.494 -2.150 -0.7432
C -1.43006 -0.18180 0.19112 0.663 -0.135 0.199 0.6745
C 2.31807 -1.55307 0.24565 -2.993 -1.005 1.101 -1.2783
C 2.13254 0.43298 -1.30722 1.366 1.426 -1.780 -1.4511
C 1.13188 0.59604 1.17257 0.705 -0.307 1.189 -0.7987
C 1.65668 -0.19826 -0.05594 -1.728 -0.927 -0.070 1.1822
O 0.26484 2.98627 -1.11151 -1.399 -1.270 -0.857 -0.6159
H -5.35500 -0.33087 0.35108 -0.401 -0.118 -0.896 0.3630
H -4.05807 0.68934 -1.64538 -1.445 1.386 -2.344 0.4769
H -4.03904 -1.42138 1.99243 -0.084 0.003 0.508 0.3596
H -1.64350 0.97147 -1.68446 -0.151 -0.758 0.611 0.3874
H -1.62314 -1.11072 2.05117 1.332 -1.005 2.181 0.4499
H 1.59459 -2.05199 1.09090 2.180 0.602 -1.957 0.1942
H 3.30473 -1.45196 0.59527 1.294 0.297 0.968 0.3823
H 2.43578 -2.22569 -0.64396 -0.773 0.617 0.663 0.2987
H 3.24671 0.74393 -1.29817 -1.521 -0.532 0.176 0.3021
H 1.56733 1.32456 -1.60030 0.259 0.048 0.546 0.3241
H 1.98418 -0.16533 -2.22779 0.267 -0.407 0.701 0.3013
H 1.45410 0.16414 2.12998 -0.144 -0.325 -0.284 0.3147
H 1.16084 1.67382 1.39857 0.020 -0.241 -0.942 0.2017
H 0.76633 3.63323 -0.67030 0.926 1.228 0.990 0.2873
H -0.29387 2.55308 -0.44996 0.190 0.307 -0.070 0.3081
```
Forces are in eV/Å.

As for the charge: 0. Its electronic energy is -13334.46356 eV. The energy above the lowest of the compared OMol25 structures with the same formula, charge and spin is 399.08 kJ/mol. As for the SMILES: CC1(C)CB1c1ccccc1.O. As for the HOMO energy: -8.3 eV. The value obtained for the molecular weight is 162.041 g mol⁻¹.

Here is 8 unconnected molecules or ions with the total composition C10H15Cl21FNO2S in a non-equilibrium geometry from the Open Molecules 2025 dataset. Energies are from ωB97M-V/def2-TZVPD.

Geometry as XYZ:
```
51
Properties=species:S:1:pos:R:3:forces:R:3:mulliken_charge:R:1
C 2.07299 -0.29040 0.30182 0.372 0.149 0.641 -1.0249
C 1.92597 1.22904 0.22778 -0.652 -0.424 -0.346 0.8643
C 0.70320 1.72132 -0.53850 0.416 0.511 0.331 -0.2489
N -0.53673 1.81789 0.31524 0.001 -0.186 -0.246 -0.2176
S -1.58898 0.62968 -0.03400 0.379 -1.217 -1.190 1.0126
O -2.15259 0.75099 -1.34386 -0.355 0.519 0.349 -0.4929
O -1.05998 -0.64965 0.28590 0.111 0.325 0.524 -0.5883
F -2.70370 0.93597 0.99806 -0.147 0.371 0.106 -0.1671
H 3.04431 -0.49306 0.74862 0.049 -0.155 -0.023 0.1428
H 1.34195 -0.74420 0.96653 -0.226 0.010 -0.160 0.4419
H 2.07400 -0.80445 -0.65787 -0.228 0.141 -0.135 0.2096
H 1.85768 1.63641 1.23184 0.068 0.084 -0.078 -0.6325
H 2.80791 1.65601 -0.25221 -0.150 0.059 0.133 0.2496
H 0.90616 2.75213 -0.83041 -0.136 0.045 -0.082 0.6704
H 0.51356 1.17991 -1.46833 -0.130 0.100 0.854 -0.5137
H -0.98125 2.70829 0.11536 -0.218 -0.019 0.209 0.3268
C -4.47154 -1.92917 2.36239 -0.100 0.048 0.022 0.6325
Cl -5.74333 -2.48125 1.27363 0.030 0.015 -0.024 -0.1270
Cl -5.03902 -0.59017 3.35980 0.050 -0.027 -0.010 -0.1224
Cl -3.89726 -3.26322 3.37033 0.055 -0.014 -0.034 -0.1385
H -3.64060 -1.57955 1.76306 0.034 -0.028 0.027 -0.2460
C 2.80130 2.33198 4.24357 0.091 0.017 -0.033 -0.0015
Cl 4.23891 3.27149 4.64113 -0.009 -0.015 0.020 -0.1252
Cl 1.59017 3.35243 3.46095 -0.025 -0.020 0.024 -0.1438
Cl 3.21808 0.95085 3.22738 0.090 -0.013 0.325 -0.0672
H 2.37721 1.95670 5.16503 -0.015 0.000 0.000 0.3191
C -0.29131 0.51026 -4.83735 -0.139 -0.019 0.003 0.1243
Cl 0.43545 -0.42034 -6.15188 0.014 0.011 0.056 -0.1400
Cl 0.81253 0.68567 -3.47350 0.220 -0.286 -0.846 -0.0607
Cl -0.82809 2.08485 -5.40021 0.245 0.058 -0.203 -0.1278
H -1.15678 -0.03059 -4.47525 -0.011 -0.020 -0.033 0.1857
C -4.23332 -2.41951 6.99449 -0.008 0.072 0.106 0.3012
Cl -5.80558 -1.65351 7.22401 0.006 -0.016 -0.039 -0.1167
Cl -2.98545 -1.20896 6.69556 -0.002 -0.021 -0.035 -0.1027
Cl -3.81510 -3.41450 8.39115 0.003 -0.024 -0.026 -0.1352
H -4.29442 -3.06170 6.12678 -0.007 0.018 -0.022 0.0468
C -4.76600 1.24077 -3.02182 -0.023 0.003 0.032 0.3529
Cl -3.68831 2.34720 -3.87274 -0.164 -0.064 0.086 -0.1205
Cl -5.74793 2.10326 -1.83590 0.021 -0.016 0.023 -0.1469
Cl -5.78727 0.35988 -4.16030 0.001 -0.008 -0.007 -0.1465
H -4.15111 0.52528 -2.49092 -0.001 0.063 -0.001 0.0671
C 5.97116 0.21968 -0.83491 -0.073 0.095 0.018 -0.0994
Cl 5.66670 -0.26420 0.83640 0.156 0.003 -0.065 -0.1032
Cl 4.45579 0.49074 -1.70669 0.445 -0.154 -0.258 -0.0223
Cl 6.98028 1.66406 -0.88816 0.015 -0.025 -0.011 -0.1309
H 6.50300 -0.58492 -1.32461 -0.019 -0.010 -0.016 0.3658
C 3.34720 -3.00075 -5.03045 0.106 -0.027 0.110 0.2080
Cl 4.78857 -2.00387 -4.81137 -0.004 0.030 -0.088 -0.1201
Cl 3.78446 -4.63445 -5.53071 -0.014 0.019 -0.030 -0.1318
Cl 2.40456 -3.03208 -3.54403 -0.115 0.013 0.031 -0.0948
H 2.74254 -2.55822 -5.81085 -0.005 0.030 0.014 0.1358
```
Forces are in eV/Å.

As for the charge: 0. Its electronic energy is -292721.04690 eV. The energy above the lowest of the compared OMol25 structures with the same formula, charge and spin is 0.00 kJ/mol. As for the SMILES: CCCNS(=O)(=O)F.ClC(Cl)Cl.ClC(Cl)Cl.ClC(Cl)Cl.ClC(Cl)Cl.ClC(Cl)Cl.ClC(Cl)Cl.ClC(Cl)Cl. As for the HOMO energy: -10.9 eV. The value obtained for the molecular weight is 976.813 g mol⁻¹.